(1)
ORCA calculation (ωB97M-V with the def2-TZVPD basis set) on a 2-piece molecular cluster, C19H17F2O overall in a non-equilibrium geometry.

```
39
C19H17F2O, DFT ωB97M-V with the def2-TZVPD basis set
F -4.260 3.873 -0.243
C -4.237 2.503 -0.363
C -5.449 1.814 -0.319
C -5.385 0.419 -0.407
C -4.157 -0.249 -0.498
C -2.919 0.456 -0.485
C -1.640 -0.248 -0.435
C -0.403 0.365 -0.318
C 0.848 -0.342 -0.444
C 2.039 0.468 -0.813
C 2.282 1.665 -0.107
C 3.389 2.459 -0.417
F 3.610 3.583 0.333
C 4.313 2.095 -1.393
C 4.079 0.925 -2.104
C 3.000 0.065 -1.783
C -2.996 1.876 -0.441
H -6.391 2.363 -0.215
H -6.327 -0.133 -0.343
H -4.167 -1.334 -0.513
H -1.657 -1.337 -0.615
H -0.347 1.428 -0.055
H 0.821 -1.409 -0.707
H 1.555 2.015 0.636
H 5.196 2.729 -1.563
H 4.769 0.659 -2.910
H 2.829 -0.825 -2.387
H -2.083 2.469 -0.404
C 0.300 -2.405 1.783
C 1.019 -3.654 2.152
O 2.458 -3.457 1.659
C 2.525 -2.192 1.187
C 1.354 -1.406 1.258
H -0.559 -2.626 1.162
H -0.092 -1.909 2.648
H 1.092 -3.808 3.233
H 0.685 -4.574 1.672
H 3.473 -1.885 0.759
H 1.433 -0.436 1.805
```

total charge = +1
HOMO-LUMO gap = 6.47 eV
strongest force on any atom = 3.14 eV/A

(2)
ORCA calculation (ωB97M-V with the def2-TZVPD basis set) on an isolated ion of composition C19H17F3N and charge +1 in a non-equilibrium geometry.

```
40
C19H17F3N, DFT ωB97M-V with the def2-TZVPD basis set
C -2.901 -2.097 -2.050
C -1.584 -1.476 -1.734
C -1.206 -0.282 -1.206
C 0.312 -0.131 -1.152
C 0.687 -1.540 -1.656
C 2.005 -2.106 -1.917
N -0.416 -2.188 -1.991
H -3.677 -1.324 -2.116
H -2.872 -2.620 -3.017
H -3.229 -2.833 -1.299
H -1.897 0.471 -0.863
H 0.707 0.510 -1.919
H 2.721 -1.294 -2.027
H 2.325 -2.740 -1.081
H 2.033 -2.727 -2.816
H -0.452 -3.157 -2.325
F -1.639 4.629 1.573
C -0.761 3.993 0.719
C 0.149 4.801 0.025
C 1.060 4.131 -0.787
F 1.856 4.834 -1.659
C 1.221 2.746 -0.730
C 0.404 1.955 0.101
C 0.821 0.447 0.152
C 0.442 -0.369 1.398
C 1.054 -1.616 1.392
C 0.871 -2.518 2.414
C 0.092 -2.147 3.519
C -0.523 -0.894 3.514
F -1.307 -0.554 4.592
C -0.289 0.060 2.521
C -0.719 2.583 0.684
H 0.119 5.883 0.036
H 1.976 2.265 -1.346
H 1.927 0.419 0.132
H 1.695 -1.853 0.546
H 1.334 -3.495 2.314
H -0.057 -2.842 4.329
H -0.720 1.056 2.618
H -1.560 2.021 1.112
```

total charge = +1
SMILES = CC1=C[C@@H]([C@H](c2cccc(F)c2)c2cc(F)cc(F)c2)C(C)=[NH+]1
HOMO-LUMO gap = 7.71 eV
strongest force on any atom = 3.32 eV/A

(3)
ORCA calculation (ωB97M-V with the def2-TZVPD basis set) on one molecule with the formula C19H17F3O3.

```
42
C19H17F3O3, DFT ωB97M-V with the def2-TZVPD basis set
C 3.694 2.541 -4.680
H 3.918 2.486 -5.744
O 3.116 1.299 -4.349
C 2.730 1.076 -3.072
C 2.855 1.986 -2.024
C 2.415 1.644 -0.762
C 1.846 0.396 -0.493
C 1.727 -0.509 -1.558
C 2.158 -0.177 -2.818
H 2.066 -0.868 -3.640
H 1.285 -1.478 -1.392
C 1.377 0.111 0.837
C 0.815 -1.030 1.278
C 0.221 -1.088 2.603
O 0.421 -0.261 3.479
C -0.852 -2.146 2.805
H -0.784 -2.583 3.804
H -0.818 -2.929 2.052
C -2.173 -1.335 2.719
C -2.197 -0.556 1.405
C -2.268 0.829 1.435
C -2.177 1.559 0.263
C -2.022 0.913 -0.949
C -1.984 -0.470 -0.988
C -2.069 -1.205 0.181
H -2.040 -2.282 0.130
H -1.881 -0.982 -1.933
H -1.939 1.482 -1.863
H -2.224 2.637 0.302
H -2.393 1.331 2.382
O -2.303 -0.509 3.839
H -1.418 -0.159 4.057
C -3.376 -2.295 2.797
F -4.539 -1.670 2.598
F -3.314 -3.281 1.883
F -3.450 -2.904 3.984
H 0.697 -1.894 0.645
H 1.449 0.925 1.550
H 2.516 2.359 0.042
H 3.290 2.959 -2.184
H 4.621 2.712 -4.124
H 3.001 3.367 -4.498
```

total charge = 0
SMILES = COc1ccc(/C=C/C(=O)C[C@@](O)(c2ccccc2)C(F)(F)F)cc1
HOMO-LUMO gap = 7.99 eV
relative energy (zero: lowest compared OMol25 entry of this formula, charge and spin) = 0.000 eV
strongest force on any atom = 0.97 eV/A

LUMO readings, ordered: -5.255 -4.494 -0.412 eV
Calculated total energy readings, ordered: -1008.8205 -1088.2944 -1259.5418 hartree